a:
Entry from OMol25: 2 unconnected molecules or ions with the total composition C2H2BrO2S (ωB97M-V with the def2-TZVPD basis set).

Calculated values
Orbital gap (eV): 6.41
HOMO (Ha): -0.103

ORCA input file:
```
! RIJCOSX wB97M-V def2-TZVPD def2/J DEFGRID3
* xyz -1 1
C 0.4888 0.3417 0.0869
S -0.3828 -0.7744 1.1855
C 0.2491 1.2874 -2.2491
O -0.8245 1.6808 -2.3420
H -1.2406 -1.3189 0.2877
Br 0.5228 2.1551 0.8819
O 1.3579 0.9278 -2.4665
H 1.4989 0.1479 0.1463
*
```

In the natural (NBO) picture, each atom carries the following charge in e: atom 1 (C): -0.82, atom 2 (S): -0.12, atom 3 (C): 1.06, atom 4 (O): -0.56, atom 5 (H): 0.09, atom 6 (Br): -0.20, atom 7 (O): -0.59, atom 8 (H): 0.14



b:
Entry from OMol25: a gas-phase ion, C2H2BrO2S (charge -1) (ωB97M-V with the def2-TZVPD basis set).

Calculated values
Orbital gap (eV): 6.75
HOMO (Ha): -0.131
Structure (SMILES): [O-][C@H](O)C(=S)Br

ORCA input file:
```
! RIJCOSX wB97M-V def2-TZVPD def2/J DEFGRID3
* xyz -1 1
S -0.9768 -2.0020 -0.3990
O -0.8503 1.9454 -0.7101
H 0.7719 -0.5173 -1.6405
C -1.2812 -0.4854 -0.4877
C -0.3626 0.7682 -0.5063
Br -3.1223 0.1954 0.0216
H 0.2767 0.7355 0.4263
O 0.5838 0.3591 -1.5449
*
```

In the natural (NBO) picture, each atom carries the following charge in e: atom 1 (S): 0.05, atom 2 (O): -0.83, atom 3 (H): 0.45, atom 4 (C): -0.18, atom 5 (C): 0.30, atom 6 (Br): -0.08, atom 7 (H): 0.09, atom 8 (O): -0.79



Least stable of them? b.



a:
Entry from OMol25: a gas-phase ion, C5H12NO2 (charge +1) (ωB97M-V with the def2-TZVPD basis set).

Calculated values
Orbital gap (eV): 11.63
HOMO (Ha): -0.560
Structure (SMILES): CCC[C@@H]([NH3+])C(=O)O

ORCA input file:
```
! RIJCOSX wB97M-V def2-TZVPD def2/J DEFGRID3
* xyz 1 1
O -0.7103 -2.3377 -1.0271
C 0.4782 1.8997 0.9716
C 0.0089 0.9571 -0.1708
H 1.2573 1.3228 1.4927
C 1.1930 3.1475 0.4275
H 1.4622 3.7797 1.2722
H -2.3300 0.0245 -0.2845
H 1.7325 -2.0700 -1.3731
H -0.8068 1.5112 -0.6481
C -0.3831 -0.4393 0.3837
H 0.5450 3.6222 -0.3144
H 0.0566 -0.6594 1.3665
H 2.1065 2.8776 -0.1016
N -1.8867 -0.5348 0.4479
H 0.7227 0.7706 -0.9741
O 1.3659 -1.6480 -0.6035
H -0.3519 2.0651 1.6559
C 0.0464 -1.5249 -0.5623
H -2.3089 -0.1301 1.2891
H -2.1226 -1.5343 0.3859
*
```

Results of the natural (NBO) charge analysis, in e, for atoms 1 through 8: atom 1 (O): -0.56, atom 2 (C): -0.39, atom 3 (C): -0.42, atom 4 (H): 0.20, atom 5 (C): -0.61, atom 6 (H): 0.24, atom 7 (H): 0.45, atom 8 (H): 0.53



b:
Entry from OMol25: 2 unconnected molecules or ions with the total composition C5H12NO2 (ωB97M-V with the def2-TZVPD basis set).

Calculated values
Orbital gap (eV): 9.99
HOMO (Ha): -0.518

ORCA input file:
```
! RIJCOSX wB97M-V def2-TZVPD def2/J DEFGRID3
* xyz 1 1
C 1.2996 -1.2765 0.7878
C -1.3624 0.2392 -0.0215
N 1.9701 1.2409 0.9494
H -3.3250 0.8357 0.0620
H 0.1642 0.2187 1.7518
H -0.5751 -1.8525 -2.0245
H -2.1651 2.2479 -0.5947
H 1.6342 2.1365 1.0483
H 2.3032 1.2266 0.0620
C 0.0497 0.4934 -0.3713
H -0.1539 1.6356 -0.9014
H -1.9430 -2.3893 -1.5258
H -1.7900 -0.7846 0.3661
O 2.3828 -1.5186 0.2679
C 0.8123 0.1748 0.9205
H 0.6841 -2.1861 0.6852
C -2.2970 1.1671 -0.2230
O -1.0991 -2.6602 -1.7529
H 2.7358 0.9424 1.6974
H 0.6750 0.1089 -1.1835
*
```

Results of the natural (NBO) charge analysis, in e, for atoms 1 through 8: atom 1 (C): 0.36, atom 2 (C): -0.27, atom 3 (N): -0.65, atom 4 (H): 0.23, atom 5 (H): 0.25, atom 6 (H): 0.46, atom 7 (H): 0.22, atom 8 (H): 0.44



c:
Entry from OMol25: 2 unconnected molecules or ions with the total composition C5H12NO2 (ωB97M-V with the def2-TZVPD basis set).

Calculated values
Orbital gap (eV): 8.85
HOMO (Ha): -0.507

ORCA input file:
```
! RIJCOSX wB97M-V def2-TZVPD def2/J DEFGRID3
* xyz 1 1
H 1.2724 -0.1553 -1.2073
H 3.1743 -0.9408 0.0829
C 0.8412 1.5828 -0.2431
O -0.8408 -3.3314 1.8354
H -0.8722 2.3333 1.0592
H -0.2171 0.8221 1.6263
C 2.6905 0.1146 0.3384
H -0.6546 -4.2907 1.7267
C -1.6423 0.5841 0.1865
H -2.6628 1.0595 0.1885
H 3.1815 0.6647 1.1838
H -1.6389 -0.3965 0.7149
C -0.4698 1.3819 0.6636
H -1.6954 -3.5459 2.1350
H 1.5256 2.3689 0.2158
H -2.0637 1.0422 -2.0255
H 0.5649 2.1050 -1.2011
O -0.5590 -0.2450 -1.7395
C -1.4760 0.4802 -1.3359
N 1.6603 0.3832 -0.4176
*
```

Results of the natural (NBO) charge analysis, in e, for atoms 1 through 8: atom 1 (H): 0.49, atom 2 (H): 0.25, atom 3 (C): -0.27, atom 4 (O): -0.93, atom 5 (H): 0.26, atom 6 (H): 0.24, atom 7 (C): 0.10, atom 8 (H): 0.47



d:
Entry from OMol25: 2 unconnected molecules or ions with the total composition C5H12NO2 (ωB97M-V with the def2-TZVPD basis set).

Calculated values
Orbital gap (eV): 6.07
HOMO (Ha): -0.478

ORCA input file:
```
! RIJCOSX wB97M-V def2-TZVPD def2/J DEFGRID3
* xyz 1 1
H -2.6740 1.2220 1.0972
H -2.6905 -0.7834 0.3186
H 2.1797 1.5751 0.6015
C 0.1771 1.2601 -0.3581
C 1.5396 -0.4540 0.9030
N 0.2162 -2.1798 -1.9213
H 0.3517 2.1553 -0.9540
H -0.5579 -2.7717 -1.6602
C 1.6503 0.7905 0.0514
H -0.2182 0.4082 -0.9208
H 0.3330 -2.1883 -2.9273
C -1.7407 0.6614 1.2191
H -0.7329 2.5826 1.0776
O 2.1225 -1.4542 0.6532
H 2.1561 0.5940 -0.8809
H 0.8358 -0.3513 1.7628
H 1.1132 -2.4576 -1.5485
O -1.7743 -0.5336 0.4794
H -1.6050 0.3812 2.2681
C -0.6817 1.5436 0.7394
*
```

Results of the natural (NBO) charge analysis, in e, for atoms 1 through 8: atom 1 (H): 0.27, atom 2 (H): 0.50, atom 3 (H): 0.25, atom 4 (C): -0.58, atom 5 (C): 0.44, atom 6 (N): -1.11, atom 7 (H): 0.30, atom 8 (H): 0.37



Least stable of them? b.



a:
Entry from OMol25: C3H5NO4 in the gas phase (ωB97M-V with the def2-TZVPD basis set).

Calculated values
Orbital gap (eV): 8.11
HOMO (Ha): -0.283
Structure (SMILES): NC(=O)O/C(O)=C/O

ORCA input file:
```
! RIJCOSX wB97M-V def2-TZVPD def2/J DEFGRID3
* xyz 0 1
C -1.0651 0.1858 -0.0194
H -2.3443 0.6084 1.2939
O -0.3124 1.9265 -1.5162
H -0.7598 2.4892 -0.8680
C 0.9288 -0.4991 0.6860
H 0.9767 -2.3082 -0.2260
O -2.0763 0.9584 0.4296
O -0.7315 -0.8834 0.6773
N 1.5602 -1.5688 0.1308
C -0.2177 0.6557 -0.9970
H 2.4166 -1.8366 0.5967
O 1.3355 0.2911 1.4796
H 0.2893 -0.0191 -1.6674
*
```

Results of the natural (NBO) charge analysis, in e, for atoms 1 through 8: atom 1 (C): 0.56, atom 2 (H): 0.50, atom 3 (O): -0.68, atom 4 (H): 0.48, atom 5 (C): 0.90, atom 6 (H): 0.41, atom 7 (O): -0.67, atom 8 (O): -0.61



b:
Entry from OMol25: C3H5NO4 in the gas phase (ωB97M-V with the def2-TZVPD basis set).

Calculated values
Orbital gap (eV): 10.55
HOMO (Ha): -0.356
Structure (SMILES): CO/C(=N\O)OC=O

ORCA input file:
```
! RIJCOSX wB97M-V def2-TZVPD def2/J DEFGRID3
* xyz 0 1
O 1.9382 0.5065 -0.7340
C -0.4261 1.8718 -0.0522
C -0.2992 -0.4907 0.3703
H 2.8777 -1.0700 0.1122
O -2.2682 -0.3077 -0.3847
C 1.9583 -0.5114 -0.1205
H -0.0967 2.7466 0.5430
H 0.3257 1.7042 -0.7912
O -0.2958 0.7635 0.9099
H -2.9575 -0.8749 -0.6847
H -1.4340 1.8732 -0.4306
O 0.9013 -1.1594 0.4731
N -1.1882 -1.1458 -0.2928
*
```

Results of the natural (NBO) charge analysis, in e, for atoms 1 through 8: atom 1 (O): -0.56, atom 2 (C): -0.26, atom 3 (C): 0.71, atom 4 (H): 0.13, atom 5 (O): -0.57, atom 6 (C): 0.67, atom 7 (H): 0.20, atom 8 (H): 0.22



Least stable of them? b.



a:
Entry from OMol25: C3H5NO4 in the gas phase (ωB97M-V with the def2-TZVPD basis set).

Calculated values
Orbital gap (eV): 10.82
HOMO (Ha): -0.393
Structure (SMILES): O=[N+]([O-])C1(O)COC1

ORCA input file:
```
! RIJCOSX wB97M-V def2-TZVPD def2/J DEFGRID3
* xyz 0 1
O 0.9369 0.9924 1.0306
H -1.7077 0.9586 1.1991
H -1.7947 1.0590 -0.7432
H 1.7248 0.4342 1.0329
N 0.9883 0.4366 -1.1050
O 1.7490 -0.4288 -1.4884
C 0.1448 0.2077 0.1981
H 0.1006 -1.7315 1.2909
C -0.2721 -1.2784 0.3041
H 0.1879 -1.8484 -0.6134
O 0.9153 1.5633 -1.5621
O -1.6368 -0.8715 0.2262
C -1.3364 0.5069 0.2302
*
```

Results of the natural (NBO) charge analysis, in e, for atoms 1 through 8: atom 1 (O): -0.64, atom 2 (H): 0.21, atom 3 (H): 0.21, atom 4 (H): 0.47, atom 5 (N): 0.51, atom 6 (O): -0.38, atom 7 (C): 0.28, atom 8 (H): 0.19



b:
Entry from OMol25: C3H5NO4 in the gas phase (ωB97M-V with the def2-TZVPD basis set).

Calculated values
Orbital gap (eV): 10.07
HOMO (Ha): -0.378
Structure (SMILES): NC(C(=O)O)C(=O)O

ORCA input file:
```
! RIJCOSX wB97M-V def2-TZVPD def2/J DEFGRID3
* xyz 0 1
O -1.9987 -0.1303 0.8524
C -1.1616 -0.9037 0.0212
C 1.1542 -0.7772 0.0893
H -0.5077 1.9291 -1.2338
O -1.3334 -2.2202 -0.0111
H 1.0863 1.8820 -0.2887
N -0.0258 1.3697 -0.4435
O 1.6293 -1.7972 -0.3176
H 1.3296 0.6625 1.6099
H -1.7228 0.7904 0.8796
C -0.0530 -0.1132 -0.6554
H -0.1025 -0.4387 -1.6556
O 1.7061 -0.2530 1.1531
*
```

Results of the natural (NBO) charge analysis, in e, for atoms 1 through 8: atom 1 (O): -0.68, atom 2 (C): 0.75, atom 3 (C): 0.78, atom 4 (H): 0.40, atom 5 (O): -0.54, atom 6 (H): 0.40, atom 7 (N): -0.91, atom 8 (O): -0.53



Least stable of them? a.



a:
Entry from OMol25: a molecular structure, C2H8CsO2 (ωB97M-V with the def2-TZVPD basis set).

Calculated values
Orbital gap (eV): 11.05
HOMO (Ha): -0.529

ORCA input file:
```
! RIJCOSX wB97M-V def2-TZVPD def2/J DEFGRID3
* xyz 1 1
H 1.2882 -1.4119 3.0914
H -0.6752 1.3110 -3.0460
C 0.8301 -1.3810 2.1006
H -1.3325 2.3719 -1.7714
H -0.9823 0.7838 -0.2639
Cs 1.8504 -1.1009 -1.4630
H -0.2494 -1.3165 2.2853
O 1.3965 -0.3011 1.3673
H -2.2446 0.9954 -2.3379
C -1.2306 1.3410 -2.1122
H 1.0282 0.5308 1.6788
O -0.6249 0.5132 -1.1136
H 0.9461 -2.3356 1.5846
*
```

Results of the natural (NBO) charge analysis, in e, for atoms 1 through 8: atom 1 (H): 0.20, atom 2 (H): 0.18, atom 3 (C): -0.27, atom 4 (H): 0.19, atom 5 (H): 0.48, atom 6 (Cs): 0.99, atom 7 (H): 0.18, atom 8 (O): -0.77



b:
Entry from OMol25: a molecular structure, C2H8CsO2 (ωB97M-V with the def2-TZVPD basis set).

Calculated values
Orbital gap (eV): 9.50
HOMO (Ha): -0.484

ORCA input file:
```
! RIJCOSX wB97M-V def2-TZVPD def2/J DEFGRID3
* xyz 1 1
C -6.0210 6.1824 0.6142
H -1.4883 12.8033 -5.0530
C -2.0506 13.7370 -5.0438
O -2.8746 13.6545 -3.8836
H -2.5761 13.8478 -5.9924
H -1.5037 14.6798 -5.0321
H -5.4132 5.6368 -0.1076
O -6.6253 7.3160 0.0562
H -6.8831 5.6600 1.0288
H -3.3003 14.5103 -3.7946
H -5.3598 6.4115 1.4499
H -7.5774 7.2691 0.1701
Cs -3.9156 10.4155 -1.1577
*
```

Results of the natural (NBO) charge analysis, in e, for atoms 1 through 8: atom 1 (C): -0.24, atom 2 (H): 0.18, atom 3 (C): -0.25, atom 4 (O): -0.75, atom 5 (H): 0.17, atom 6 (H): 0.18, atom 7 (H): 0.17, atom 8 (O): -0.76



Least stable of them? b.